DFT (ωB97M-V/def2-TZVPD) results for a structure of composition C38H59GeN7Y in a non-equilibrium geometry.

Properties
* total charge: +3
* lowest unoccupied orbital energy (spin up / spin down): -9.85 / -9.76 eV
* relative energy (zero: lowest compared OMol25 entry of this formula, charge and spin): 0.00 kcal per mole
* E_HOMO (spin up / spin down): -16.075 / -15.577 eV

Positions of all 106 atoms, in Å:
Y1 0.082 -0.353 0.257
C1 -1.145 0.918 2.362
C2 -0.121 1.773 1.942
C3 -0.776 2.760 0.992
C4 -2.120 2.450 0.972
C5 -2.406 1.385 1.861
C6 -3.770 1.005 2.346
C7 -3.778 -0.327 3.100
C8 -4.770 1.007 1.180
C9 -4.188 2.119 3.338
C10 -0.176 3.842 0.118
C11 0.347 5.026 0.948
C12 -1.236 4.428 -0.825
C13 0.913 3.199 -0.750
C14 1.144 1.856 2.804
C15 2.435 2.333 2.140
C16 0.788 2.832 3.947
C17 1.430 0.473 3.415
H1 -1.053 0.177 3.144
H2 -2.864 2.993 0.409
H3 -3.406 -1.164 2.504
H4 -4.796 -0.564 3.413
H5 -3.172 -0.271 4.007
H6 -4.452 0.374 0.345
H7 -4.918 2.013 0.785
H8 -5.742 0.650 1.524
H9 -3.511 2.162 4.194
H10 -5.191 1.906 3.710
H11 -4.203 3.097 2.855
H12 -0.469 5.457 1.531
H13 0.718 5.801 0.275
H14 1.148 4.774 1.634
H15 -2.006 4.972 -0.276
H16 -1.722 3.667 -1.432
H17 -0.759 5.138 -1.502
H18 1.740 2.798 -0.173
H19 1.334 3.915 -1.458
H20 0.480 2.399 -1.374
H21 2.380 3.346 1.761
H22 2.748 1.691 1.320
H23 3.232 2.313 2.884
H24 0.586 3.834 3.568
H25 1.628 2.901 4.642
H26 -0.087 2.490 4.500
H27 1.497 -0.327 2.657
H28 0.688 0.168 4.152
H29 2.397 0.485 3.916
C18 -4.629 -2.273 -0.184
N1 -3.542 -3.182 0.182
C19 -3.902 -4.586 0.424
C20 -2.295 -2.729 0.289
N2 -1.942 -1.469 0.332
N3 -1.320 -3.723 0.323
C21 -0.004 -3.617 0.685
N4 0.648 -4.777 0.798
N5 0.577 -2.454 0.871
H30 -5.414 -2.852 -0.662
H31 -4.275 -1.535 -0.903
H32 -5.047 -1.773 0.690
H33 -4.954 -4.627 0.685
H34 -3.348 -4.991 1.269
H35 -3.754 -5.201 -0.468
H36 -2.755 -0.873 0.424
H37 -1.632 -4.646 0.079
H38 0.179 -5.667 0.803
H39 1.653 -4.781 0.896
H40 1.529 -2.617 1.181
C22 0.854 -2.643 -4.990
C23 0.240 -1.694 -4.025
C24 -0.730 -0.723 -4.192
C25 -0.933 -0.155 -2.935
N6 -0.124 -0.727 -2.030
N7 0.576 -1.671 -2.723
C26 -1.883 0.925 -2.561
H41 0.608 -2.351 -6.008
H42 0.478 -3.654 -4.828
H43 1.940 -2.659 -4.892
H44 -1.223 -0.466 -5.116
H45 1.227 -2.282 -2.253
H46 -1.637 1.852 -3.078
H47 -1.877 1.136 -1.488
H48 -2.902 0.657 -2.842
Ge1 3.201 -0.632 -0.124
C27 3.524 -2.429 -0.802
C28 3.641 -2.715 -2.164
C29 3.934 -4.003 -2.594
C30 4.130 -5.020 -1.669
C31 4.048 -4.744 -0.308
C32 3.739 -3.462 0.119
C33 3.607 0.868 -1.272
C34 4.483 1.839 -0.772
C35 4.882 2.901 -1.566
C36 4.398 3.016 -2.863
C37 3.519 2.064 -3.367
C38 3.124 0.998 -2.576
H49 3.763 -0.520 1.295
H50 3.562 -1.917 -2.897
H51 4.046 -4.210 -3.651
H52 4.383 -6.017 -2.006
H53 4.263 -5.522 0.415
H54 3.738 -3.250 1.188
H55 4.879 1.759 0.235
H56 5.578 3.634 -1.179
H57 4.713 3.844 -3.486
H58 3.150 2.154 -4.381
H59 2.435 0.269 -2.987

Atom charges from the Mulliken analysis, given in e for atoms 1 to 99:
1. Y -0.37
2. C 0.06
3. C 0.60
4. C 0.52
5. C -1.06
6. C -0.67
7. C 2.01
8. C -1.71
9. C -1.55
10. C -1.70
11. C 2.09
12. C -1.77
13. C -2.05
14. C -1.21
15. C 2.10
16. C -1.73
17. C -1.72
18. C -1.78
19. H 0.17
20. H 0.82
21. H 0.28
22. H 0.41
23. H 0.41
24. H 0.06
25. H 0.42
26. H 0.46
27. H 0.35
28. H 0.49
29. H 0.38
30. H 0.42
31. H 0.50
32. H 0.24
33. H 0.45
34. H 0.25
35. H 0.43
36. H -0.17
37. H 0.83
38. H 0.01
39. H 0.21
40. H -0.34
41. H 0.62
42. H 0.34
43. H 0.48
44. H 0.33
45. H 0.52
46. H 0.45
47. H 0.41
48. C -1.11
49. N 0.14
50. C -1.27
51. C 0.48
52. N 1.02
53. N -0.09
54. C 0.47
55. N -0.34
56. N -0.07
57. H 0.60
58. H 0.29
59. H 0.31
60. H 0.45
61. H 0.47
62. H 0.35
63. H -0.98
64. H 0.30
65. H 0.21
66. H 0.12
67. H -0.10
68. C -1.31
69. C 0.85
70. C -1.60
71. C -0.10
72. N 2.11
73. N -0.30
74. C -1.08
75. H 0.41
76. H 0.30
77. H 0.29
78. H 0.56
79. H -0.16
80. H 0.41
81. H -0.09
82. H 0.57
83. Ge -0.31
84. C 0.35
85. C -0.20
86. C -0.58
87. C -0.67
88. C -0.44
89. C -0.90
90. C 0.39
91. C -0.20
92. C -0.74
93. C -0.64
94. C -0.92
95. C 0.47
96. H 0.10
97. H 0.62
98. H 0.52
99. H 0.46


DFT (ωB97M-V/def2-TZVPD) results for a cluster of 13 separate species, C15H34BCl24I2N2O2 in total in a non-equilibrium geometry.

Properties
* total charge: +1
* lowest unoccupied orbital energy: -3.72 eV
* E_HOMO: -12.002 eV

Positions of all 80 atoms, in Å:
C1 -1.235 -1.214 -4.942
C2 0.113 -0.818 -4.190
I1 1.736 -2.215 -4.598
C3 -0.084 -0.500 -2.662
I2 -1.264 1.355 -2.579
N1 -0.700 -1.628 -1.855
O1 -1.864 -1.285 -1.183
B1 0.320 -2.319 -0.920
N2 0.461 -2.025 0.527
O2 1.147 -3.328 -1.444
H1 -1.996 -0.396 -4.901
H2 -0.930 -1.474 -5.993
H3 -1.670 -2.173 -4.527
H4 0.431 0.151 -4.667
H5 0.885 -0.232 -2.149
H6 -0.995 -2.373 -2.517
H7 -1.648 -0.753 -0.383
H8 -0.435 -2.316 0.947
H9 0.596 -1.027 0.717
H10 1.639 -3.691 -0.685
C4 1.641 4.634 -2.312
Cl1 2.297 4.104 -0.757
Cl2 1.880 3.402 -3.559
H11 0.579 4.818 -2.201
H12 2.146 5.546 -2.616
C5 1.505 6.730 -6.341
Cl3 0.798 6.641 -4.722
Cl4 1.203 5.250 -7.260
H13 1.064 7.570 -6.872
H14 2.578 6.874 -6.249
C6 4.701 -2.299 -1.776
Cl5 6.267 -2.508 -0.991
Cl6 4.004 -0.714 -1.410
H15 4.831 -2.385 -2.852
H16 4.024 -3.072 -1.423
C7 -2.363 0.451 2.716
Cl7 -4.059 0.408 2.231
Cl8 -1.318 0.925 1.363
H17 -2.242 1.172 3.520
H18 -2.069 -0.537 3.059
C8 -0.981 8.451 -1.657
Cl9 0.155 7.107 -1.843
Cl10 -0.212 9.995 -2.033
H19 -1.818 8.300 -2.333
H20 -1.333 8.472 -0.629
C9 1.668 -6.926 -1.037
Cl11 2.460 -6.139 0.338
Cl12 2.719 -8.138 -1.774
H21 0.760 -7.410 -0.689
H22 1.424 -6.172 -1.781
C10 -7.178 -1.966 3.612
Cl13 -7.162 -0.375 2.845
Cl14 -5.766 -2.191 4.656
H23 -8.078 -2.058 4.214
H24 -7.169 -2.730 2.840
C11 2.312 7.093 1.772
Cl15 0.593 6.930 2.163
Cl16 2.541 7.864 0.200
H25 2.790 7.701 2.535
H26 2.763 6.105 1.749
C12 -4.564 -1.573 8.124
Cl17 -2.975 -1.816 8.861
Cl18 -5.230 0.008 8.546
H27 -4.464 -1.637 7.043
H28 -5.240 -2.347 8.478
C13 -4.522 -5.168 6.515
Cl19 -5.245 -5.239 8.127
Cl20 -4.813 -6.659 5.614
H29 -4.960 -4.336 5.969
H30 -3.450 -5.020 6.617
C14 1.913 -11.572 -1.137
Cl21 2.594 -12.086 0.411
Cl22 2.152 -12.799 -2.386
H31 0.847 -11.399 -1.012
H32 2.403 -10.653 -1.448
C15 6.731 7.875 0.930
Cl23 5.526 6.952 1.838
Cl24 6.384 9.606 0.978
H33 7.710 7.699 1.367
H34 6.722 7.542 -0.104

Charges computed using Mulliken, reported in e:
1. C -1.05
2. C -0.64
3. I 0.14
4. C -0.75
5. I 0.26
6. N 0.62
7. O -0.40
8. B 0.34
9. N -0.32
10. O -0.49
11. H 0.32
12. H 0.39
13. H 0.30
14. H 0.52
15. H 0.48
16. H 0.24
17. H 0.15
18. H 0.27
19. H 0.25
20. H 0.22
21. C -0.26
22. Cl -0.15
23. Cl -0.13
24. H 0.26
25. H 0.34
26. C -0.37
27. Cl -0.02
28. Cl -0.15
29. H 0.31
30. H 0.26
31. C 0.03
32. Cl -0.15
33. Cl -0.11
34. H 0.26
35. H -0.01
36. C -0.32
37. Cl -0.10
38. Cl -0.12
39. H 0.35
40. H 0.22
41. C -0.47
42. Cl -0.09
43. Cl -0.14
44. H 0.31
45. H 0.31
46. C -0.02
47. Cl -0.18
48. Cl -0.18
49. H 0.31
50. H 0.08
51. C -0.37
52. Cl -0.14
53. Cl -0.13
54. H 0.29
55. H 0.31
56. C -0.35
57. Cl -0.18
58. Cl -0.10
59. H 0.41
60. H 0.21
61. C 0.22
62. Cl -0.15
63. Cl -0.16
64. H -0.08
65. H 0.17
66. C 0.35
67. Cl -0.15
68. Cl -0.17
69. H -0.25
70. H 0.28
71. C 0.25
72. Cl -0.15
73. Cl -0.15
74. H 0.26
75. H -0.19
76. C -0.28
77. Cl -0.12
78. Cl -0.14
79. H 0.31
80. H 0.25


DFT (ωB97M-V/def2-TZVPD) results for the molecule C5H5NO2S in a non-equilibrium geometry.

Properties
* lowest unoccupied orbital energy (spin up / spin down): -1.03 / -0.87 eV
* relative energy (zero: lowest compared OMol25 entry of this formula, charge and spin): 103.30 kcal per mole
* E_HOMO (spin up / spin down): -8.482 / -8.081 eV

Positions of all 14 atoms, in Å:
C1 1.500 -3.132 1.116
C2 0.513 -2.504 0.802
C3 0.179 -0.197 0.247
C4 -0.399 -1.472 0.102
C5 0.178 2.187 -0.304
N1 -0.485 0.859 -0.274
O1 -2.326 2.067 -1.539
O2 -1.514 -1.772 -0.346
S1 -1.997 0.748 -1.116
H1 2.225 -3.801 1.441
H2 1.136 -0.217 0.754
H3 1.184 1.884 0.096
H4 0.099 2.520 -1.333
H5 -0.293 2.829 0.355

Charges computed using natural (NBO), reported in e:
1. C -0.21
2. C -0.09
3. C -0.12
4. C 0.39
5. C -0.40
6. N -0.50
7. O -0.89
8. O -0.56
9. S 1.25
10. H 0.23
11. H 0.24
12. H 0.22
13. H 0.24
14. H 0.22


Result set for electronic energy: -108331.78104 -340591.35009 -21681.65658 eV, one per record in the order listed.